[1]
# C2H3N4O2S

2 unconnected molecules or ions with the total composition C2H3N4O2S at a distorted geometry (ωB97M-V/def2-TZVPD, the OMol25 dataset).

As for the expectation value of S²: 2.0192. The molar mass comes out at 147.1 g mol⁻¹. Its spin multiplicity is 3. Its charge is -1. The strongest force on any atom is 5.24 eV/Å. The calculation puts the HOMO-LUMO gap (alpha / beta) at 4.77 / 6.29 eV.

Positions of all 12 atoms, in Å:
C: -0.42589 2.24185 -0.17211
O: -1.03807 -1.54340 2.08863
C: 0.49926 0.33165 -0.22603
H: -0.36341 0.04993 -2.10410
O: 0.19887 -3.41025 1.14071
H: -0.81753 3.08692 0.25146
N: -0.83857 1.76911 -1.31705
H: 1.06017 -1.61054 -0.65961
N: 0.43177 1.42064 0.51039
S: 0.25435 -2.12257 1.82047
N: 1.20936 -0.75921 0.01980
N: -0.17031 0.54587 -1.35256

---

[2]
# C3H10N2S2

A single C3H10N2S2 molecule at a distorted geometry (ωB97M-V/def2-TZVPD, the OMol25 dataset).

The molar mass comes out at 138.3 g mol⁻¹. Its charge is 0. The strongest force on any atom is 6.70 eV/Å. The calculation puts the HOMO-LUMO gap at 8.49 eV.

Positions of all 17 atoms, in Å:
N: 0.68306 0.76925 -1.01271
H: -0.25930 0.60655 0.97240
H: -0.07924 1.31118 -1.47363
C: -1.20733 -0.68081 -0.70818
H: -0.79391 -1.16999 -1.66990
H: 1.15369 1.79133 1.94770
C: 1.12292 -0.91550 0.61497
S: 2.69857 0.08796 0.88042
S: 2.39412 1.44964 2.35227
N: -2.22627 0.31047 -0.73987
H: -1.46431 -1.53245 -0.16522
C: 0.06860 -0.05852 0.01527
H: -2.55537 0.84469 0.12179
H: 1.54782 -1.66525 0.00088
H: 0.93273 -1.31352 1.62586
H: -3.06925 -0.07443 -1.09447
H: 1.05349 0.23939 -1.66759

---

[3]
# C2H4F2

A single C2H4F2 molecule at a distorted geometry (ωB97M-V/def2-TZVPD, the OMol25 dataset).

The molar mass comes out at 66.0 g mol⁻¹. Its charge is 0. The strongest force on any atom is 5.33 eV/Å. The calculation puts the HOMO-LUMO gap at 12.57 eV.

Positions of all 8 atoms, in Å:
H: -1.19562 -1.10579 0.10895
H: 0.99888 -0.60995 0.77256
C: -0.66277 0.09464 0.08462
H: 1.38990 0.84403 -0.05759
H: 0.97908 -0.62418 -1.09392
F: -0.74402 0.81070 1.18681
C: 0.74685 -0.09664 -0.16134
F: -1.51230 0.68718 -0.84009

---

[4]
# C4H6N2O

A single C4H6N2O molecule (ωB97M-V/def2-TZVPD, the OMol25 dataset).

The molar mass comes out at 98.1 g mol⁻¹. Its charge is 0. The strongest force on any atom is 0.80 eV/Å. The calculation puts the HOMO-LUMO gap at 9.32 eV.

Positions of all 13 atoms, in Å:
O: 1.80589 -0.66039 -2.79880
H: -1.60306 -1.68499 1.87709
C: -0.69048 0.55697 0.29271
H: -2.42398 -0.36617 2.70919
C: 0.39434 1.14421 -0.15599
H: -0.63429 -0.38491 2.57907
C: -1.57717 -0.61126 2.06490
N: -1.71134 0.11413 0.80052
N: 1.22858 0.63582 -1.17846
H: 0.68718 2.07484 0.31163
H: 1.79279 1.32094 -1.67731
C: 1.07439 -0.59678 -1.66659
H: 1.65715 -1.54242 -3.15795

---

[5]
# C22H42Cl3LuN2O3SSi

A molecular structure, C22H42Cl3LuN2O3SSi at a distorted geometry (ωB97M-V/def2-TZVPD, the OMol25 dataset).

The molar mass comes out at 724.1 g mol⁻¹. Its charge is 0. The strongest force on any atom is 3.69 eV/Å. The calculation puts the HOMO-LUMO gap (alpha / beta) at 3.98 / 3.97 eV.

Positions of all 75 atoms, in Å:
O: -2.30469 -0.55984 0.77247
C: 3.12273 -0.61836 -1.91877
H: 1.80286 2.28848 2.11746
H: 2.51194 1.36198 0.74530
H: -2.61862 -1.40316 -1.08652
H: 5.65117 -0.10575 -0.94451
C: 1.24770 -2.49795 0.04026
H: 2.90276 0.71360 -3.58053
H: -6.28774 1.29720 -0.08450
Lu: -2.10918 1.63647 0.89339
H: -0.48494 -5.05661 -2.31735
Cl: -2.17314 3.67836 2.38336
H: 1.09733 3.81123 -3.23931
H: -2.00931 4.26895 -2.64439
H: 3.71541 -2.38436 -0.84819
C: -2.41689 -3.05109 1.89440
H: 4.62302 0.59240 -3.02129
H: 3.35958 1.46484 -2.07776
H: 3.24056 -1.35984 2.19939
H: -2.17929 5.64461 -1.53659
C: 0.92571 -3.78969 0.49688
H: -2.38062 -4.72108 -0.29973
H: 0.14741 -5.75023 -0.00929
H: 0.95623 6.29341 -0.01337
H: 1.13430 -4.05316 1.54754
C: 5.46115 -1.16573 -1.20964
H: -4.66569 0.67795 -0.49724
C: 0.02609 -4.33569 -1.66418
H: -4.05446 -4.27117 0.04790
N: 1.80650 0.18718 2.34496
H: -2.19135 -2.10254 2.41076
O: -0.29658 1.00072 1.91965
H: 2.12035 -1.50496 3.57825
H: -3.32093 -3.52077 2.31495
H: -4.34786 1.03619 3.78858
H: 6.06571 -1.34934 -2.11514
C: 1.06249 -2.14575 -1.29513
S: -4.76484 1.88848 1.63807
C: -5.39497 0.80175 0.32781
C: -1.89013 4.56775 -1.58537
C: 4.03007 -1.48417 -1.34537
H: 1.16871 -0.68693 -2.87629
C: 2.69335 -0.80944 2.96835
C: -3.10456 -3.90018 -0.34823
C: 3.57453 0.61292 -2.72396
H: -3.22403 -3.58527 -1.38860
H: -2.65804 4.01021 -1.00095
C: 2.42695 1.41734 1.84993
H: -1.58713 -3.76534 2.01390
H: -0.34453 5.69889 1.04905
H: 2.09331 4.84035 -2.10300
Cl: 0.00194 2.11906 -0.42257
H: -2.91340 0.65206 2.84868
H: -4.39758 -0.32139 2.63461
H: 1.22965 4.81732 0.97021
C: 1.61079 -0.93017 -1.91626
C: 1.07836 4.65335 -2.51636
H: 0.03822 -2.72788 -3.09698
C: 0.48391 5.37058 0.36503
H: -5.67275 -0.16955 0.72197
Si: -0.09091 4.28893 -1.08382
C: 0.35506 -3.05002 -2.10054
N: -2.65028 -2.78071 0.46517
C: 0.36038 -4.73477 -0.35789
H: 3.42670 1.48735 2.30049
Cl: -2.69752 1.23524 -1.67600
C: -2.51785 -1.54304 0.00100
H: 0.03871 -0.91117 2.54118
H: 1.61679 -1.72686 0.72464
H: 3.41795 -0.28206 3.58540
O: 1.98491 0.16814 -1.15493
H: 0.76290 5.58563 -3.04824
C: -4.02068 0.68686 2.79921
H: 5.92401 -1.76748 -0.41044
C: 0.47231 0.06776 2.25899

---

[6]
# C8H7N2O5Sc

A molecular structure, C8H7N2O5Sc at a distorted geometry (ωB97M-V/def2-TZVPD, the OMol25 dataset).

The molar mass comes out at 256.1 g mol⁻¹. Its charge is +2. The strongest force on any atom is 6.11 eV/Å. The calculation puts the HOMO-LUMO gap (alpha / beta) at 7.32 / 6.22 eV.

Positions of all 23 atoms, in Å:
C: 1.16686 -0.54318 3.30861
H: 3.12189 -0.25395 -3.52773
H: 1.13245 -1.58837 2.97828
H: -1.05471 1.88050 3.35523
O: 1.33856 0.91058 -3.32391
Sc: -0.13088 0.54458 -1.90692
H: 2.16527 -0.14500 3.09816
C: -0.90148 -1.24454 -3.07739
N: 0.15467 0.58030 0.19789
O: -2.13673 2.28310 -4.26531
H: -0.73354 0.55775 4.51912
O: 2.12280 -2.21794 -1.83013
H: 0.98184 -0.50217 4.38135
C: -0.97121 0.79405 3.48000
C: 0.13213 0.41931 1.36888
H: -1.92819 0.33050 3.20586
N: 0.12777 0.26533 2.64462
C: -1.57213 1.80115 -3.38252
C: 1.81078 -1.16107 -2.30707
C: 2.13253 -0.11009 -3.06615
C: -2.27481 -0.07695 -1.15890
O: -3.30057 -0.52346 -0.87384
O: -1.38332 -2.00045 -3.81814

---

[7]
# B2F8Sn

A molecular structure, B2F8Sn at a distorted geometry (ωB97M-V/def2-TZVPD, the OMol25 dataset).

The molar mass comes out at 292.3 g mol⁻¹. Its charge is 0. The strongest force on any atom is 3.46 eV/Å. The calculation puts the HOMO-LUMO gap at 7.95 eV.

Positions of all 11 atoms, in Å:
F: -2.67964 -2.29875 -1.77804
B: -1.89357 -1.74616 -0.78675
F: -0.55866 -2.15738 -0.94896
F: 1.26904 2.75725 -0.49849
F: 0.98729 1.79931 1.56454
F: 2.03003 0.62692 -0.07528
F: -2.00899 -0.37018 -0.81404
B: 1.85285 1.91895 0.43670
Sn: 0.23901 -0.83720 1.45501
F: 3.02860 2.50804 0.93160
F: -2.26595 -2.20081 0.51372

---

[8]
# C5H10N2O

A single C5H10N2O molecule at a distorted geometry (ωB97M-V/def2-TZVPD, the OMol25 dataset).

The molar mass comes out at 114.1 g mol⁻¹. Its charge is 0. The strongest force on any atom is 2.43 eV/Å. The calculation puts the HOMO-LUMO gap at 8.21 eV.

Positions of all 18 atoms, in Å:
H: -0.66898 1.19595 2.08233
C: -0.00618 -0.14203 -1.01516
C: -0.69102 -1.21433 -0.66671
H: -1.30784 -0.41676 1.73111
H: -0.71269 -0.17698 -3.03329
H: 0.98492 -1.25006 1.24689
H: -1.94387 -2.60869 -0.20311
C: -0.45572 0.12939 2.13020
C: -0.06181 0.42646 -2.40585
O: 0.75859 1.89513 -0.14197
C: 0.80626 -0.17835 1.33966
H: 0.93913 0.43939 -2.83751
H: -0.32492 -0.15873 3.17225
H: -0.44556 1.44697 -2.39256
N: -1.03378 -2.39065 -0.60334
H: 1.67783 0.27398 1.81855
H: 1.65367 2.25740 -0.14605
N: 0.83198 0.47191 -0.07544

---

[9]
# C5H5NS2

A single C5H5NS2 molecule at a distorted geometry (ωB97M-V/def2-TZVPD, the OMol25 dataset).

The molar mass comes out at 143.2 g mol⁻¹. Its charge is 0. The strongest force on any atom is 4.94 eV/Å. The calculation puts the HOMO-LUMO gap at 8.35 eV.

Positions of all 13 atoms, in Å:
H: 0.05877 1.17268 1.70513
H: -1.43687 1.00489 -0.77055
H: -0.55614 3.16938 0.46748
C: -0.78406 -1.02102 0.06320
S: -1.57244 -2.37638 0.12496
C: 0.68240 -0.38976 0.55621
S: 0.55668 2.46415 -0.17002
H: 1.17136 -0.61197 1.47490
C: -1.34714 0.38596 0.21233
H: -2.39124 0.35086 0.89834
N: 2.53233 -0.58045 -1.31491
C: 1.69704 -0.40441 -0.53776
C: 0.03173 1.02473 0.73105

---

[10]
# C2H3Cl2NOS

A single C2H3Cl2NOS molecule at a distorted geometry (ωB97M-V/def2-TZVPD, the OMol25 dataset).

The molar mass comes out at 160.0 g mol⁻¹. Its charge is 0. The strongest force on any atom is 4.23 eV/Å. The calculation puts the HOMO-LUMO gap at 9.67 eV.

Positions of all 10 atoms, in Å:
S: -2.87885 0.12380 -0.52614
Cl: 1.62718 1.56356 -0.07290
N: -1.13327 0.15335 -0.39142
C: 1.11871 -0.06638 0.49488
H: -2.91661 -0.85280 0.72374
H: 1.66191 -0.07555 1.53764
C: -0.40442 -0.24527 0.62534
Cl: 1.82996 -1.35725 -0.52503
H: -0.68920 0.15225 -1.28353
O: -0.88986 -0.48944 1.70298

---

[11]
# C4H4N2O2

A single C4H4N2O2 molecule at a distorted geometry (ωB97M-V/def2-TZVPD, the OMol25 dataset).

The molar mass comes out at 112.1 g mol⁻¹. Its charge is 0. The strongest force on any atom is 6.92 eV/Å. The calculation puts the HOMO-LUMO gap at 8.91 eV.

Positions of all 12 atoms, in Å:
C: -0.00783 -1.15639 -0.42854
O: -2.66341 -0.50637 0.17989
C: 1.85039 0.71494 0.05730
H: 2.70987 1.47769 0.35816
C: -0.45409 0.08836 -0.12016
C: 0.66568 1.15784 -0.27099
H: -0.65424 -2.06675 -0.47131
N: -1.68882 0.40471 0.22437
H: -3.56051 -0.01695 0.76513
H: 0.38460 2.18350 -0.69074
O: 2.25183 -0.69618 0.52585
N: 1.16652 -1.58440 -0.12897

---

[12]
# C3O2

A molecular structure, C3O2 at a distorted geometry (ωB97M-V/def2-TZVPD, the OMol25 dataset).

The molar mass comes out at 68.0 g mol⁻¹. Its charge is 0. The strongest force on any atom is 7.78 eV/Å. The calculation puts the HOMO-LUMO gap (alpha / beta) at 7.89 / 8.02 eV.

Positions of all 5 atoms, in Å:
C: -0.26433 0.60174 0.12502
C: -1.51424 0.29545 0.56179
C: 0.97412 0.22605 -0.03106
O: 2.10469 -0.17992 -0.40488
O: -1.30024 -0.94333 -0.25087